A:
Entry from the Open Molecules 2025 dataset: 2 unconnected molecules or ions with the total composition C2H4N2S (ωB97M-V with the def2-TZVPD basis set).

Calculated values
Highest occupied orbital energy (spin up / spin down), eV: -8.50 / -8.50
Orbital gap (spin up / spin down), eV: 8.47 / 8.47
SMILES string: C#[N+][S-].C=N
Spin multiplicity: 1

Last columns: bonded neighbours and bond lengths (Å).
Atoms and positions in Å:
1 C 2.25 2.31 0.73  N2 1.184, H4 1.053
2 N 1.89 1.64 -0.18  C1 1.184, S3 1.523
3 S 1.23 0.42 -0.82  N2 1.523
4 H 2.69 3.26 0.85  C1 1.053
5 C -1.83 -1.24 -0.11  N6 1.232, H7 1.110, H8 1.048
6 N -0.80 -1.88 0.11  C5 1.232, H9 0.988
7 H -1.79 -0.14 -0.01  C5 1.110
8 H -2.73 -1.51 -0.58  C5 1.048
9 H -0.91 -2.86 0.02  N6 0.988


B:
Entry from the Open Molecules 2025 dataset: a single C2H4N2S molecule (ωB97M-V with the def2-TZVPD basis set).

Calculated values
Highest occupied orbital energy (spin up / spin down), eV: -9.19 / -7.74
Orbital gap (spin up / spin down), eV: 8.84 / 5.73
Spin multiplicity: 1

Last columns: bonded neighbours and bond lengths (Å).
Atoms and positions in Å:
1 C 0.71 -1.35 -1.38  N3 1.252, H6 1.097, H7 1.119
2 C -0.44 1.08 1.12  N4 1.485, S5 1.812, H8 1.190, H9 1.072
3 N 0.17 -0.46 -0.68  C1 1.252, N4 1.247
4 N -0.49 -0.18 0.33  C2 1.485, N3 1.247
5 S -1.87 2.08 0.62  C2 1.812
6 H 1.00 -2.32 -0.96  C1 1.097
7 H 1.09 -1.29 -2.43  C1 1.119
8 H -0.69 0.90 2.26  C2 1.190
9 H 0.53 1.54 1.12  C2 1.072


Name the most stable of them. A.


A:
Entry from the Open Molecules 2025 dataset: 2 unconnected molecules or ions with the total composition C2H4N2S (ωB97M-V with the def2-TZVPD basis set).

Calculated values
Highest occupied orbital energy (spin up / spin down), eV: -8.49 / -8.60
Orbital gap (spin up / spin down), eV: 7.10 / 7.65
Spin multiplicity: 1

Last columns: bonded neighbours and bond lengths (Å).
Atoms and positions in Å:
1 C 1.88 -1.10 0.05  N3 1.199, H6 1.060
2 C -1.37 0.29 0.01  N4 1.257, S5 1.699, H7 1.114
3 N 2.24 0.04 -0.07  C1 1.199, H8 1.015
4 N -2.57 0.68 0.03  C2 1.257, H9 1.012
5 S -0.92 -1.34 0.10  C2 1.699
6 H 2.32 -2.05 0.18  C1 1.060
7 H -0.48 0.95 -0.08  C2 1.114
8 H 1.63 0.84 -0.18  N3 1.015
9 H -2.72 1.68 -0.04  N4 1.012


B:
Entry from the Open Molecules 2025 dataset: a single C2H4N2S molecule (ωB97M-V with the def2-TZVPD basis set).

Calculated values
Highest occupied orbital energy, eV: -9.60
Orbital gap, eV: 10.09
SMILES string: N#C[C@@H](N)S
Spin multiplicity: 1

Last columns: bonded neighbours and bond lengths (Å).
Atoms and positions in Å:
1 N 1.81 1.80 -0.28  C2 1.142
2 C 1.15 0.94 0.08  N1 1.142, C3 1.445
3 C 0.15 -0.06 0.36  C2 1.445, N4 1.517, S5 1.819, H6 1.187
4 N -1.08 0.25 -0.47  C3 1.517, H7 1.015, H8 1.073
5 S 0.96 -1.56 -0.28  C3 1.819, H9 1.410
6 H 0.04 -0.21 1.53  C3 1.187
7 H -0.93 1.15 -0.92  N4 1.015
8 H -2.04 0.17 0.00  N4 1.073
9 H -0.06 -2.49 -0.01  S5 1.410


Name the most stable of them. B.